This record from OMol25 describes the molecule C6H9N. The level of theory is the ωB97M-V functional and the def2-TZVPD basis.

Structure (XYZ):
```
16
Properties=species:S:1:pos:R:3:mulliken_charge:R:1
N 1.15 1.21 -0.25 0.038
C 0.06 -0.68 0.08 1.226
C 1.45 -0.96 0.09 -0.636
C 2.11 0.23 -0.13 -0.632
C -0.11 0.67 -0.11 -0.240
C -1.35 1.51 -0.18 -1.252
C -0.96 -1.75 0.32 -1.272
H 1.84 -1.95 0.27 0.414
H 1.34 2.19 -0.38 0.194
H 3.16 0.48 -0.22 0.385
H -1.37 2.12 -1.09 0.317
H -0.79 -2.61 -0.33 0.313
H -0.88 -2.11 1.34 0.264
H -1.98 -1.39 0.11 0.321
H -2.23 0.87 -0.20 0.280
H -1.45 2.18 0.68 0.279
```

Its lowest unoccupied orbital energy is 0.0392 hartree. For the HOMO energy, the calculation gives -7.82 eV. The charge is 0. Its spin multiplicity is 1.